Formula: C33H41Cl4GeIN5O6PTi
Source: the OMol25 dataset
Level of theory: the ωB97M-V functional and the def2-TZVPD basis

Output
Highest occupied orbital energy (alpha / beta), eV: -9.91 / -10.02
Expectation value of S²: 0.758
LUMO level (alpha / beta), Eh: -0.171 / -0.171
Total charge: +1
ΔE to the lowest compared entry with this formula, charge and spin, eV: 1.8251
Multiplicity: 2
Total energy, hartree: -7413.6331

Cartesian coordinates (Å):
Ti  2.106  0.889  -1.205
O  0.257  4.509  -0.174
C  0.993  3.436  -0.278
O  0.710  2.493  -1.022
C  2.231  3.324  0.530
C  2.795  4.212  1.416
C  3.983  3.831  2.044
C  4.548  2.591  1.784
C  3.893  1.752  0.894
N  2.786  2.136  0.283
C  4.299  0.361  0.436
O  5.407  -0.074  0.596
O  3.297  -0.245  -0.168
H  -0.533  4.423  -0.735
H  2.331  5.170  1.608
H  4.466  4.505  2.738
H  5.468  2.270  2.251
Cl  5.344  -1.289  -4.375
Ge  5.737  -1.250  -2.202
Cl  7.902  -1.322  -2.107
Cl  4.177  1.462  -2.297
C  1.952  3.692  -3.767
P  1.531  1.931  -3.547
C  2.265  1.177  -5.023
C  -0.261  1.840  -3.837
C  -0.826  0.601  -4.139
C  -2.202  0.467  -4.256
C  -3.028  1.567  -4.072
C  -2.474  2.808  -3.784
C  -1.099  2.942  -3.663
H  1.569  4.315  -2.957
H  1.559  4.066  -4.713
H  3.039  3.770  -3.771
H  1.818  1.622  -5.912
H  2.102  0.099  -5.027
H  3.339  1.356  -5.012
H  -0.192  -0.264  -4.291
H  -2.628  -0.498  -4.496
H  -4.101  1.463  -4.170
H  -3.115  3.673  -3.671
H  -0.678  3.921  -3.461
C  0.348  -0.642  4.835
C  -1.153  -0.420  4.605
C  -1.812  -0.362  5.992
C  -1.359  0.941  3.927
C  -1.768  -1.603  3.776
O  -1.753  -2.795  4.556
C  -3.207  -1.276  3.313
C  -4.058  -2.457  2.796
C  -3.840  -2.875  1.360
C  -3.312  -4.121  1.040
C  -3.053  -4.481  -0.277
C  -3.338  -3.579  -1.286
Cl  -2.989  -3.999  -2.940
C  -3.904  -2.347  -1.002
C  -4.150  -2.006  0.318
C  -0.856  -2.071  2.624
N  -0.513  -1.091  1.601
C  0.706  -0.708  1.238
N  0.620  0.113  0.205
C  -0.726  0.226  -0.005
N  -1.437  -0.499  0.817
H  0.703  0.035  5.612
H  0.937  -0.441  3.938
H  0.546  -1.662  5.168
H  -1.484  0.540  6.510
H  -1.515  -1.211  6.609
H  -2.901  -0.325  5.943
H  -0.840  1.705  4.510
H  -2.412  1.221  3.885
H  -0.959  0.974  2.912
H  -2.360  -2.695  5.298
H  -3.164  -0.507  2.543
H  -3.734  -0.848  4.168
H  -5.104  -2.157  2.894
H  -3.905  -3.320  3.444
H  -3.086  -4.825  1.833
H  -2.636  -5.450  -0.514
H  -4.152  -1.667  -1.806
H  -4.587  -1.039  0.539
H  -1.343  -2.908  2.130
H  0.080  -2.429  3.045
H  1.621  -1.077  1.670
H  -1.163  0.820  -0.792
N  -0.098  -2.136  -2.081
C  1.086  -1.726  -2.654
O  1.543  -0.535  -2.217
C  1.764  -2.417  -3.572
I  4.979  -3.601  -1.289
H  -0.576  -1.599  -1.386
H  -0.517  -3.000  -2.374
H  2.666  -2.016  -4.008
H  1.404  -3.380  -3.904